No. 1
This record from OMol25 describes a structure of composition C24H38O7PbS5. The level of theory is wB97M-V/def2-TZVPD.

ORCA input file:
```
! wB97M-V def2-TZVPD RIJCOSX def2/J DEFGRID3
* xyz 2 1
Pb -22.73114 28.93361 15.96736
C -22.43864 26.10934 12.68273
S -21.09154 27.15329 13.24287
O -21.24736 27.22708 14.75197
C -19.74628 26.00812 13.01647
H -23.04797 25.87670 13.55329
H -22.10288 25.21040 12.16971
H -23.04861 26.64484 11.95238
H -18.80477 26.56182 13.01639
H -19.80526 25.50484 12.05258
H -19.70017 25.29550 13.83861
C -23.09325 31.49093 11.83771
S -23.80634 29.93724 12.31791
O -22.92474 29.42809 13.43546
C -25.27550 30.60921 13.06987
H -23.69710 31.90456 11.02761
H -22.10773 31.30718 11.41512
H -23.06412 32.14809 12.70218
H -25.02887 31.37808 13.79972
H -25.79820 29.78488 13.55300
H -25.89134 31.01045 12.26610
C -18.36010 30.10561 13.88304
S -20.02647 30.71458 14.03811
O -20.54052 30.11259 15.32972
C -19.60535 32.39692 14.46674
H -17.93345 30.50559 12.96062
H -18.44698 29.02473 13.76097
H -17.71352 30.32757 14.72900
H -20.49337 33.01735 14.37907
H -18.76927 32.74812 13.86918
H -19.32588 32.37049 15.52137
C -22.94354 24.66519 18.72624
S -22.67255 25.25303 17.07972
O -22.52576 26.73855 17.17709
C -21.02166 24.63028 16.88739
H -23.94064 24.88672 19.09640
H -22.26046 25.16037 19.42697
H -22.75886 23.59405 18.81011
H -21.09178 23.55276 16.73862
H -20.32800 24.88858 17.68259
H -20.69985 25.09862 15.95474
C -20.14438 28.57726 20.10741
S -19.95042 28.19370 18.39606
O -21.02748 28.94206 17.66265
C -18.47167 29.16821 18.11021
H -19.27864 28.21874 20.66508
H -21.05142 28.10500 20.46308
H -20.20229 29.65963 20.22638
H -18.78824 30.20576 18.02100
H -18.10284 28.85948 17.13228
H -17.74288 28.97210 18.88993
C -27.09991 25.52190 20.13927
C -27.01924 25.99174 18.83205
C -26.20226 27.08039 18.54652
C -25.46010 27.67112 19.55704
C -25.54006 27.19230 20.85142
C -26.39729 26.15265 21.14350
C -24.70315 27.76192 21.94108
O -24.69316 27.26565 23.04310
C -23.91602 28.99490 21.62672
C -23.32237 29.69122 22.66710
C -22.74028 30.92838 22.40551
C -22.76455 31.45513 21.11378
C -23.35976 30.75381 20.08387
C -23.89317 29.49619 20.32165
C -24.51318 28.75381 19.20745
O -24.36188 29.09837 18.04235
H -27.70206 24.65233 20.37025
H -27.48453 25.44408 18.02204
H -26.19205 27.50824 17.55328
H -26.48512 25.84310 22.17750
H -23.37688 29.29693 23.67262
H -22.25184 31.46675 23.20736
H -22.35732 32.44718 20.96278
H -23.41150 31.18686 19.09420
*
```

Output
Calculated total energy, eV: -99246.9282
Highest occupied orbital energy, eV: -13.8992
Maximum force, eV/A: 1.526
E_LUMO, eV: -5.4

Computed Löwdin charges, given in elementary charges: 1.62, -0.21, 0.86, -0.67, -0.23, 0.06, 0.06, 0.05, 0.05, 0.07, 0.06, -0.25, 0.88, -0.77, -0.24, 0.07, 0.06, 0.06, 0.07, 0.06, 0.07, -0.23, 0.85, -0.67, -0.23, 0.07, 0.04, 0.07, 0.06, 0.07, 0.07, -0.24, 0.88, -0.69, -0.24, 0.05, 0.07, 0.07, 0.07, 0.07, 0.02, -0.24, 0.88, -0.69, -0.22, 0.07, 0.05, 0.07, 0.07, 0.05, 0.07, -0.03, -0.04, 0.00, -0.10, -0.09, 0.01, -0.27, 0.14, -0.08, 0.02, -0.03, -0.05, -0.01, -0.09, -0.26, -0.09, 0.12, 0.11, 0.12, 0.13, 0.13, 0.12, 0.11, 0.12

No. 2
This record from OMol25 describes a cluster of 6 separate species, C21H54O18S5 in total. The level of theory is wB97M-V/def2-TZVPD.

ORCA input file:
```
! wB97M-V def2-TZVPD RIJCOSX def2/J DEFGRID3
* xyz 0 1
C 6.07227 -4.70908 3.09008
C 4.98973 -3.52151 2.75795
O 4.62978 -2.71900 3.86445
S 3.27921 -1.82484 3.71192
C 2.32270 -2.72033 4.98933
O 3.58940 -0.43643 4.09508
O 2.62784 -2.13378 2.41338
H 6.04583 -5.45504 2.29576
H 5.83447 -5.08535 4.08506
H 7.07964 -4.29295 3.10225
H 5.54857 -2.88948 2.06778
H 4.17863 -4.00913 2.21717
H 1.24522 -2.59940 4.87745
H 2.71576 -2.45659 5.97119
H 2.59852 -3.75654 4.79363
C -4.75013 -0.67207 0.25871
C -5.07426 0.33300 1.34126
O -6.36771 0.40389 1.96327
S -7.07961 1.90606 2.19217
C -7.46112 2.59520 0.45033
O -8.34289 1.65805 2.88978
O -6.13311 2.75884 2.82458
H -4.44372 -1.50302 0.89410
H -3.89776 -0.49284 -0.39660
H -5.56502 -0.91385 -0.42364
H -4.41097 0.12793 2.18155
H -4.75974 1.30275 0.95557
H -7.52421 3.67081 0.61521
H -8.37683 2.19492 0.01519
H -6.68103 2.43978 -0.29492
C -1.49049 5.11925 -2.61231
C -2.91553 4.90703 -3.11583
O -3.10246 3.61029 -2.71840
S -4.61415 2.99297 -2.51099
C -4.95614 2.54385 -4.27792
O -4.32591 1.78544 -1.68518
O -5.51665 4.05515 -2.04710
H -1.27604 6.09753 -3.04253
H -0.71413 4.53874 -3.11068
H -1.37488 5.28444 -1.54113
H -3.57443 5.70907 -2.78315
H -3.00948 5.09425 -4.18551
H -4.09896 1.89028 -4.43972
H -4.82315 3.46044 -4.85261
H -5.78353 1.90370 -4.58408
C 2.49559 2.66781 -2.44408
C 3.12943 1.92909 -1.24583
O 4.21609 2.63732 -0.64428
S 4.59908 2.43739 1.02311
C 5.27245 0.72535 0.94689
O 5.76667 3.26182 1.40811
O 3.31570 2.48167 1.77951
H 2.21303 3.62325 -2.00205
H 1.52717 2.32388 -2.80736
H 3.13312 2.88542 -3.30100
H 2.29722 1.79736 -0.55434
H 3.60785 0.99376 -1.53629
H 5.66931 0.44412 1.92234
H 5.99401 0.81476 0.13482
H 4.49530 0.04327 0.60206
C 2.47683 -1.02475 -5.07058
C 2.06402 -1.32813 -3.67924
O 3.13700 -1.17127 -2.72823
S 3.97473 -2.57829 -2.31441
C 2.72600 -3.25326 -1.15418
O 4.11208 -3.45907 -3.47495
O 5.16642 -2.12663 -1.52009
H 3.04314 -1.84671 -5.50849
H 3.01094 -0.07861 -5.15801
H 1.58313 -0.88786 -5.67940
H 1.35694 -0.54978 -3.39236
H 1.59008 -2.30962 -3.66668
H 2.20931 -2.44540 -0.63600
H 3.35366 -3.83619 -0.48014
H 2.22551 -3.98521 -1.78810
C -0.91969 -3.33179 2.59868
O -1.06357 -2.58748 3.80212
C -1.51793 -1.25360 3.72817
C -0.66618 -0.33359 2.92273
O -0.92972 -0.31378 1.54340
C -0.21255 0.64242 0.75355
C -0.84003 0.55530 -0.72040
O -0.51725 -0.62577 -1.46957
C -0.89226 -1.86777 -1.04412
H -0.02118 -3.02444 2.06360
H -1.70847 -3.15647 1.86712
H -0.74390 -4.36982 2.88099
H -1.93304 -1.00995 4.70614
H -2.40455 -1.42937 3.11897
H 0.38337 -0.58483 3.07579
H -0.72937 0.58585 3.50473
H 0.87150 0.59549 0.85706
H -0.61134 1.50358 1.28973
H -0.45750 1.40953 -1.27903
H -1.91183 0.73514 -0.80404
H -1.94995 -1.60823 -1.08909
H -0.66621 -2.14761 -0.01519
H -0.63399 -2.76039 -1.61388
*
```

Output
Calculated total energy, eV: -113674.3593
Highest occupied orbital energy, eV: -9.6880
Maximum force, eV/A: 4.610
Energy above the lowest of the compared OMol25 structures with the same formula, charge and spin, kJ/mol: 476.9
E_LUMO, eV: 0.0

Computed Löwdin charges, given in elementary charges: -0.03, -0.26, -0.27, 0.67, -0.08, -0.29, -0.34, 0.07, 0.07, 0.06, 0.11, 0.10, 0.05, 0.07, 0.07, -0.07, -0.29, -0.25, 0.67, -0.07, -0.31, -0.29, 0.07, 0.04, 0.08, 0.11, 0.10, 0.06, 0.06, 0.02, -0.06, -0.33, -0.26, 0.72, -0.09, -0.32, -0.30, 0.07, 0.08, 0.09, 0.12, 0.12, 0.06, 0.06, 0.08, -0.05, -0.27, -0.28, 0.74, -0.10, -0.31, -0.33, 0.07, 0.06, 0.08, 0.09, 0.10, 0.07, 0.07, 0.05, -0.08, -0.30, -0.29, 0.71, -0.09, -0.30, -0.33, 0.08, 0.09, 0.08, 0.11, 0.12, 0.07, 0.06, 0.07, -0.09, -0.21, -0.18, -0.21, -0.17, -0.10, -0.11, -0.20, -0.13, 0.06, 0.08, 0.09, 0.14, 0.11, 0.12, 0.13, 0.12, 0.13, 0.11, 0.10, 0.09, 0.06, 0.09

No. 3
This record from OMol25 describes an isolated molecule of C7H5IO2. The level of theory is wB97M-V/def2-TZVPD.

ORCA input file:
```
! wB97M-V def2-TZVPD RIJCOSX def2/J DEFGRID3
* xyz 0 1
C -0.33207 -1.31432 0.11575
C -0.56911 -2.63820 0.01615
C -1.34047 -0.18133 0.14194
C -2.63199 -0.51172 0.11099
C -2.94188 -2.93767 -0.10576
C 0.48171 1.40274 -0.24462
C -0.77534 1.20120 0.14802
O -4.05233 -3.25272 0.04501
O -1.77444 -3.36192 -0.18141
I -4.30060 0.69264 -0.12408
H 0.63077 -0.80820 0.31131
H 0.26902 -3.31064 0.17327
H 1.03963 2.30404 -0.26989
H 0.95017 0.58294 -0.84256
H -1.34532 2.12884 0.45696
*
```

Output
Calculated total energy, eV: -19529.9630
Highest occupied orbital energy, eV: -8.2853
Maximum force, eV/A: 5.595
Energy above the lowest of the compared OMol25 structures with the same formula, charge and spin, kJ/mol: 0.0
E_LUMO, eV: 0.0

Computed Löwdin charges, given in elementary charges: -0.03, -0.05, -0.41, -0.59, -0.30, -0.01, -0.16, 0.19, 0.11, 0.79, 0.10, 0.12, 0.05, 0.07, 0.11

The lowest calculated total energy belongs to which entry?
C21H54O18S5

Which of these has the lowest E_LUMO?
C24H38O7PbS5

What is the calculated total energy in the third record?
-19529.9630 eV